A cluster of 15 separate species, C60H165N15O15 in total at a distorted geometry. Source: OMol25; level of theory: the ωB97M-V functional and the def2-TZVPD basis.

Properties
Energy above the lowest of the compared OMol25 structures with the same formula, charge and spin   9.398 eV
Largest force on an atom   4.3 eV Å⁻¹
Frontier orbital gap   8.7 eV
HOMO energy   -8.4042 eV

Last columns: bonded neighbours and bond lengths (Å).
Cartesian coordinates (Å):
1 O -7.8426 21.7153 20.9327  C47 1.474, C65 1.440
2 O -15.5239 16.4058 25.7226  C41 1.437, C52 1.422
3 O -7.7637 12.0724 27.9060  C44 1.408, C77 1.473
4 O -9.1848 14.3596 19.1196  C34 1.488, C72 1.448
5 O -13.5031 13.7045 23.0975  C55 1.467, C58 1.405
6 O -8.9082 22.5362 30.7339  C38 1.440, C67 1.477
7 O -13.4543 22.3202 23.2040  C43 1.440, C45 1.448
8 O -13.9368 22.3341 27.4737  C35 1.440, C70 1.442
9 O -4.0502 21.6047 24.1348  C46 1.432, C85 1.441
10 O -9.5085 17.3642 23.7095  C56 1.462, C71 1.420
11 O -16.1762 18.9231 21.6375  C31 1.427, C68 1.444
12 O -4.0519 16.6638 19.8192  C57 1.437, C90 1.436
13 O -8.3561 24.3482 24.3032  C59 1.442, C61 1.365
14 O -5.9108 16.2840 28.6780  C66 1.453, C80 1.386
15 O -9.6723 17.1027 30.2048  C51 1.415, C89 1.383
16 N -13.8893 13.8531 26.7715  C37 1.481, H121 1.010, H175 1.010
17 N -11.8859 18.8126 31.7385  C86 1.476, H235 1.010, H239 1.010
18 N -6.3359 14.1155 19.0477  C78 1.455, H226 1.010, H238 1.010
19 N -2.4188 23.8701 21.6364  C39 1.461, H183 1.010, H246 1.010
20 N -3.8309 16.0906 26.9544  C42 1.420, H186 1.010, H200 1.010
21 N -6.2114 11.5918 25.7111  C83 1.461, H207 1.010, H217 1.010
22 N -5.5838 21.9780 29.0301  C84 1.471, H116 1.010, H136 1.010
23 N -14.4407 25.2360 23.1560  C87 1.456, H178 1.010, H206 1.010
24 N -4.5299 19.3393 22.2696  C54 1.451, H100 1.010, H176 1.010
25 N -13.3029 18.9471 27.4817  C33 1.446, H172 1.010, H224 1.010
26 N -5.2278 26.0972 23.4993  C81 1.422, H143 1.010, H234 1.010
27 N -12.8820 20.4744 20.8848  C50 1.454, H185 1.010, H227 1.010
28 N -11.4325 23.3179 29.9572  C74 1.447, H139 1.010, H189 1.010
29 N -10.1406 20.3621 19.3263  C62 1.454, H119 1.010, H255 1.010
30 N -9.9550 20.0050 24.6333  C32 1.452, H180 1.010, H205 1.010
31 C -15.1654 19.9260 21.5471  O11 1.427, C50 1.522, H103 1.090, H117 1.090
32 C -8.7167 19.3376 24.9948  N30 1.452, C56 1.515, C88 1.484, H192 1.090
33 C -13.7188 18.1379 26.3574  N25 1.446, C36 1.525, C52 1.573, H216 1.090
34 C -8.5028 13.8002 17.9208  O4 1.488, C78 1.579, H209 1.090, H232 1.090
35 C -13.2306 22.6468 28.6889  O8 1.440, C74 1.493, H166 1.090, H197 1.090
36 C -12.5366 17.3385 25.8185  C33 1.525, H158 1.090, H161 1.090, H220 1.090
37 C -13.1661 13.7608 25.4822  N16 1.481, C58 1.570, C60 1.524, H250 1.090
38 C -7.8662 21.8401 30.0240  O6 1.440, C84 1.596, H131 1.090, H229 1.090
39 C -2.6430 22.5942 22.3113  N19 1.461, C46 1.545, C76 1.582, H151 1.090
40 C -9.1749 18.2602 19.8383  C62 1.544, H96 1.090, H174 1.090, H188 1.090
41 C -16.8913 15.9876 25.8610  O2 1.437, H124 1.090, H135 1.090, H196 1.090
42 C -4.1157 17.3829 27.4700  N20 1.420, C63 1.591, C66 1.559, H101 1.090
43 C -12.5102 22.0156 24.2480  O7 1.440, H177 1.090, H184 1.090, H254 1.090
44 C -8.9203 11.9303 28.6966  O3 1.408, H152 1.090, H163 1.090, H168 1.090
45 C -14.7160 22.8305 23.6975  O7 1.448, C87 1.611, H157 1.090, H244 1.090
46 C -3.7126 22.7924 23.4090  O9 1.432, C39 1.545, H123 1.090, H230 1.090
47 C -7.2076 22.5113 19.8671  O1 1.474, H193 1.090, H201 1.090, H210 1.090
48 C -16.1673 24.7078 24.7182  C87 1.548, H113 1.090, H118 1.090, H127 1.090
49 C -5.5047 17.0633 22.3765  C54 1.533, H160 1.090, H190 1.090, H208 1.090
50 C -13.8161 19.3813 21.1022  N27 1.454, C31 1.522, C64 1.553, H110 1.090
51 C -10.0088 18.4624 30.0016  O15 1.415, C86 1.529, H94 1.090, H138 1.090
52 C -14.9871 17.2763 26.7102  O2 1.422, C33 1.573, H97 1.090, H125 1.090
53 C -6.8997 24.0391 28.9904  C84 1.545, H122 1.090, H148 1.090, H242 1.090
54 C -4.3400 17.9455 21.9134  N24 1.451, C49 1.533, C57 1.563, H198 1.090
55 C -14.3864 13.8840 21.9400  O5 1.467, H98 1.090, H171 1.090, H215 1.090
56 C -8.8377 17.8288 24.9226  O10 1.462, C32 1.515, H130 1.090, H145 1.090
57 C -4.1325 17.9904 20.3647  O12 1.437, C54 1.563, H120 1.090, H221 1.090
58 C -14.1924 13.9127 24.3041  O5 1.405, C37 1.570, H132 1.090, H222 1.090
59 C -7.3643 24.8110 23.3644  O13 1.442, C81 1.567, H142 1.090, H228 1.090
60 C -12.5771 12.3649 25.6515  C37 1.524, H137 1.090, H173 1.090, H187 1.090
61 C -8.8375 23.1700 23.8099  O13 1.365, H105 1.090, H146 1.090, H195 1.090
62 C -9.2465 19.7360 20.2871  N29 1.454, C40 1.544, C65 1.604, H252 1.090
63 C -3.6649 18.5170 26.4494  C42 1.591, H108 1.090, H115 1.090, H213 1.090
64 C -13.2343 18.3945 22.1514  C50 1.553, H147 1.090, H154 1.090, H236 1.090
65 C -7.7887 20.3066 20.6382  O1 1.440, C62 1.604, H162 1.090, H165 1.090
66 C -5.6395 17.4070 27.7962  O14 1.453, C42 1.559, H99 1.090, H164 1.090
67 C -8.5367 23.0746 32.0584  O6 1.477, H214 1.090, H225 1.090, H241 1.090
68 C -17.0916 18.9122 22.7543  O11 1.444, H179 1.090, H203 1.090, H243 1.090
69 C -6.2582 14.0075 16.5352  C78 1.606, H170 1.090, H240 1.090, H249 1.090
70 C -15.3550 22.1779 27.6817  O8 1.442, H149 1.090, H248 1.090, H253 1.090
71 C -9.8221 15.9813 23.6273  O10 1.420, H109 1.090, H111 1.090, H245 1.090
72 C -10.0698 13.4287 19.7881  O4 1.448, H128 1.090, H247 1.090, H251 1.090
73 C -7.0460 27.0395 24.5218  C81 1.524, H107 1.090, H156 1.090, H231 1.090
74 C -11.7724 22.9537 28.5992  N28 1.447, C35 1.493, C82 1.505, H153 1.090
75 C -9.5830 19.0073 32.4133  C86 1.482, H126 1.090, H212 1.090, H218 1.090
76 C -1.2619 21.9734 22.7708  C39 1.582, H92 1.090, H95 1.090, H182 1.090
77 C -7.7692 13.0286 26.7858  O3 1.473, C83 1.557, H93 1.090, H202 1.090
78 C -7.0723 14.4646 17.8422  N18 1.455, C34 1.579, C69 1.606, H106 1.090
79 C -6.3850 13.7609 24.7974  C83 1.555, H91 1.090, H150 1.090, H159 1.090
80 C -5.7250 16.4503 30.0417  O14 1.386, H191 1.090, H199 1.090, H211 1.090
81 C -6.3914 25.6987 24.2130  N26 1.422, C59 1.567, C73 1.524, H233 1.090
82 C -10.8391 21.8621 28.1508  C74 1.505, H133 1.090, H141 1.090, H167 1.090
83 C -6.3530 12.9805 26.1418  N21 1.461, C77 1.557, C79 1.555, H114 1.090
84 C -6.5795 22.7530 29.7854  N22 1.471, C38 1.596, C53 1.545, H102 1.090
85 C -5.3244 21.7136 24.7998  O9 1.441, H112 1.090, H194 1.090, H204 1.090
86 C -10.5223 19.1358 31.2745  N17 1.476, C51 1.529, C75 1.482, H129 1.090
87 C -14.7338 24.3384 24.2639  N23 1.456, C45 1.611, C48 1.548, H169 1.090
88 C -8.2265 19.8108 26.3134  C32 1.484, H144 1.090, H181 1.090, H219 1.090
89 C -9.1508 16.4260 29.1175  O15 1.383, H104 1.090, H140 1.090, H223 1.090
90 C -2.9502 16.4709 18.9180  O12 1.436, H134 1.090, H155 1.090, H237 1.090
91 H -7.2517 13.6380 24.1479  C79 1.090
92 H -0.7488 22.5452 23.5441  C76 1.090
93 H -7.9884 14.0399 27.1286  C77 1.090
94 H -9.2230 19.1112 29.6147  C51 1.090
95 H -0.6180 21.7241 21.9274  C76 1.090
96 H -10.1189 17.8445 19.4859  C40 1.090
97 H -15.7884 17.9407 27.0334  C52 1.090
98 H -15.2224 13.1968 22.0702  C55 1.090
99 H -6.0070 18.3150 28.2743  C66 1.090
100 H -5.4662 19.7143 22.2173  N24 1.010
101 H -3.5427 17.6207 28.3663  C42 1.090
102 H -6.0669 22.9470 30.7276  C84 1.090
103 H -15.0890 20.4150 22.5183  C31 1.090
104 H -9.8680 16.3608 28.2993  C89 1.090
105 H -8.1009 22.3778 23.9438  C61 1.090
106 H -7.1284 15.5515 17.9030  C78 1.090
107 H -7.1044 27.7927 23.7360  C73 1.090
108 H -4.0184 19.5097 26.7283  C63 1.090
109 H -8.9877 15.3444 23.9209  C71 1.090
110 H -13.9219 18.8193 20.1743  C50 1.090
111 H -10.1381 15.7785 22.6041  C71 1.090
112 H -5.6378 21.0832 25.6320  C85 1.090
113 H -16.2284 25.7385 25.0675  C48 1.090
114 H -5.5515 13.2968 26.8094  C83 1.090
115 H -4.1299 18.4414 25.4665  C63 1.090
116 H -4.7216 22.3909 29.3561  N22 1.010
117 H -15.5581 20.7340 20.9298  C31 1.090
118 H -16.8350 24.5332 23.8746  C48 1.090
119 H -9.9901 21.3514 19.4631  N29 1.010
120 H -3.3391 18.6655 20.0440  C57 1.090
121 H -14.4689 14.6757 26.8578  N16 1.010
122 H -7.8712 24.4834 29.2066  C53 1.090
123 H -4.5943 23.2844 22.9983  C46 1.090
124 H -17.2443 15.3725 25.0332  C41 1.090
125 H -14.9298 16.6743 27.6170  C52 1.090
126 H -9.5722 17.9697 32.7469  C75 1.090
127 H -16.5512 24.0914 25.5312  C48 1.090
128 H -9.4723 12.6031 20.1749  C72 1.090
129 H -10.6015 20.1902 31.0098  C86 1.090
130 H -7.8443 17.3870 24.8443  C56 1.090
131 H -7.6513 20.8986 30.5294  C38 1.090
132 H -14.6305 14.9028 24.1783  C58 1.090
133 H -10.7995 21.0579 28.8856  C82 1.090
134 H -3.0453 15.7800 18.0803  C90 1.090
135 H -17.5085 16.8793 25.9709  C41 1.090
136 H -5.4854 21.0443 29.4024  N22 1.010
137 H -11.8554 12.1843 24.8548  C60 1.090
138 H -10.9208 18.5578 29.4122  C51 1.090
139 H -10.4638 23.1968 30.2165  N28 1.010
140 H -8.8227 15.4327 29.4235  C89 1.090
141 H -11.0748 21.4249 27.1805  C82 1.090
142 H -6.8573 23.9437 22.9414  C59 1.090
143 H -4.4852 26.1188 24.1835  N26 1.010
144 H -8.8925 19.5930 27.1483  C88 1.090
145 H -9.2464 17.3544 25.8148  C56 1.090
146 H -9.6411 22.9130 24.5002  C61 1.090
147 H -12.2679 18.0102 21.8251  C64 1.090
148 H -6.0940 24.7547 29.1541  C53 1.090
149 H -15.8457 22.8670 28.3690  C70 1.090
150 H -5.5117 13.4900 24.2040  C79 1.090
151 H -3.0291 21.9428 21.5273  C39 1.090
152 H -9.1566 12.7609 29.3616  C44 1.090
153 H -11.7523 23.8206 27.9387  C74 1.090
154 H -13.9935 17.6445 22.3730  C64 1.090
155 H -2.2244 15.9112 19.5080  C90 1.090
156 H -8.0614 27.0340 24.9181  C73 1.090
157 H -15.2127 22.1750 24.4128  C45 1.090
158 H -12.7965 16.8373 24.8861  C36 1.090
159 H -6.1388 14.7954 25.0368  C79 1.090
160 H -5.4604 15.9962 22.1590  C49 1.090
161 H -12.1259 16.6398 26.5473  C36 1.090
162 H -7.3780 19.7460 21.4779  C65 1.090
163 H -8.8608 10.9697 29.2083  C44 1.090
164 H -6.1783 17.2922 26.8556  C66 1.090
165 H -7.2519 20.0869 19.7153  C65 1.090
166 H -13.6533 23.4684 29.2671  C35 1.090
167 H -9.8621 22.3406 28.0827  C82 1.090
168 H -9.7554 11.7546 28.0185  C44 1.090
169 H -13.9791 24.4816 25.0372  C87 1.090
170 H -5.1895 14.2211 16.5523  C69 1.090
171 H -13.9017 13.6220 20.9995  C55 1.090
172 H -14.0764 19.1291 28.1052  N25 1.010
173 H -13.3826 11.6307 25.6603  C60 1.090
174 H -8.4953 18.1755 18.9903  C40 1.090
175 H -13.1192 14.0503 27.3946  N16 1.010
176 H -4.1863 19.6819 23.1554  N24 1.010
177 H -12.6588 21.0291 24.6871  C43 1.090
178 H -14.3115 26.1713 23.5148  N23 1.010
179 H -17.9357 19.4503 22.3229  C68 1.090
180 H -10.6643 19.8898 25.3431  N30 1.010
181 H -7.2430 19.4020 26.5455  C88 1.090
182 H -1.4052 20.9719 23.1765  C76 1.090
183 H -2.6930 23.8948 20.6647  N19 1.010
184 H -12.6293 22.7672 25.0284  C43 1.090
185 H -13.1716 21.1659 20.2080  N27 1.010
186 H -2.8442 15.8793 26.9991  N20 1.010
187 H -12.0407 12.2600 26.5946  C60 1.090
188 H -8.7378 17.7010 20.6655  C40 1.090
189 H -11.8255 22.6214 30.5740  N28 1.010
190 H -5.5107 17.1889 23.4592  C49 1.090
191 H -4.7617 16.8794 30.3174  C80 1.090
192 H -7.9445 19.6751 24.3035  C32 1.090
193 H -7.7494 22.5133 18.9213  C47 1.090
194 H -5.5236 22.7467 25.0847  C85 1.090
195 H -9.1540 23.3785 22.7879  C61 1.090
196 H -16.9811 15.3405 26.7335  C41 1.090
197 H -13.3166 21.7202 29.2564  C35 1.090
198 H -3.4566 17.5667 22.4274  C54 1.090
199 H -6.5404 16.9294 30.5835  C80 1.090
200 H -4.4725 15.3582 27.2227  N20 1.010
201 H -6.1728 22.1906 19.7471  C47 1.090
202 H -8.6246 12.8235 26.1420  C77 1.090
203 H -17.2987 17.8532 22.9084  C68 1.090
204 H -6.0867 21.5140 24.0467  C85 1.090
205 H -10.2559 19.4808 23.8241  N30 1.010
206 H -13.5366 24.8971 22.8597  N23 1.010
207 H -6.9698 11.2486 25.1392  N21 1.010
208 H -6.5236 17.3412 22.1066  C49 1.090
209 H -8.3638 12.7191 17.9129  C34 1.090
210 H -7.2719 23.5130 20.2922  C47 1.090
211 H -5.4861 15.4637 30.4389  C80 1.090
212 H -8.5491 19.3134 32.2536  C75 1.090
213 H -2.6002 18.5031 26.2165  C63 1.090
214 H -9.3749 23.7324 32.2884  C67 1.090
215 H -14.7632 14.8998 21.8208  C55 1.090
216 H -13.9623 18.8176 25.5408  C33 1.090
217 H -6.3662 10.9874 26.5054  N21 1.010
218 H -9.8263 19.6797 33.2360  C75 1.090
219 H -8.1530 20.8974 26.2695  C88 1.090
220 H -11.6465 17.9638 25.7495  C36 1.090
221 H -5.0106 18.2276 19.7641  C57 1.090
222 H -14.9992 13.1871 24.4069  C58 1.090
223 H -8.3141 17.0417 28.7871  C89 1.090
224 H -12.9641 19.8276 27.1212  N25 1.010
225 H -8.2995 22.2263 32.7004  C67 1.090
226 H -7.0639 14.2032 19.7422  N18 1.010
227 H -13.0031 20.9464 21.7695  N27 1.010
228 H -7.8619 25.3961 22.5909  C59 1.090
229 H -8.4422 21.4493 29.1852  C38 1.090
230 H -3.2371 23.3725 24.2000  C46 1.090
231 H -6.4860 27.5368 25.3138  C73 1.090
232 H -9.0804 14.0477 17.0301  C34 1.090
233 H -5.9297 25.2789 25.1067  C81 1.090
234 H -5.2979 26.9624 22.9830  N26 1.010
235 H -12.1137 19.2882 32.5999  N17 1.010
236 H -13.0624 18.9263 23.0872  C64 1.090
237 H -2.4477 17.3783 18.5830  C90 1.090
238 H -5.7538 14.9398 19.0913  N18 1.010
239 H -11.8316 17.8368 31.9934  N17 1.010
240 H -6.5998 14.5289 15.6409  C69 1.090
241 H -7.6944 23.7521 32.1985  C67 1.090
242 H -6.9784 23.9919 27.9043  C53 1.090
243 H -16.6241 19.4184 23.5988  C68 1.090
244 H -15.4001 22.8492 22.8491  C45 1.090
245 H -10.7731 15.7064 24.0835  C71 1.090
246 H -1.4447 24.1367 21.6423  N19 1.010
247 H -10.7363 13.0465 19.0150  C72 1.090
248 H -15.5417 21.2387 28.2026  C70 1.090
249 H -6.2178 12.9186 16.5100  C69 1.090
250 H -12.4726 14.5803 25.2934  C37 1.090
251 H -10.5380 13.9559 20.6193  C72 1.090
252 H -9.6181 19.8024 21.3096  C62 1.090
253 H -16.0844 22.3223 26.8847  C70 1.090
254 H -11.5296 22.0270 23.7721  C43 1.090
255 H -11.0560 20.0953 19.6593  N29 1.010

Atom charges from the Mulliken analysis, given in e for atoms 1 to 5: number 1, O, carries 0.044; number 2, O, carries 0.161; number 3, O, carries -0.408; number 4, O, carries -0.173; number 5, O, carries -0.287